# 1
{
  "formula": "C3H5NO2",
  "method": "the ωB97M-V functional and the def2-TZVPD basis",
  "e_above_lowest_ev": 1.725,
  "smiles": "N=C=O.CC=O",
  "lumo_energy_ev": 0.612,
  "spin_multiplicity": 1,
  "charge": 0,
  "total_energy_ev": -8775.96967,
  "orbital_gap_ha": 0.36896,
  "e_homo_ev": -9.428,
  "elements": ["C", "C", "O", "C", "O", "N", "H", "H", "H", "H", "H"],
  "positions_angstrom": [[0.925, 1.239, -0.443], [-0.160, 0.748, 0.490], [-1.150, 1.388, 0.768], [-0.811, -1.505, -0.378], [-0.947, -1.078, -1.453], [-0.633, -1.933, 0.755], [0.986, 2.325, -0.342], [1.877, 0.774, -0.167], [0.729, 1.000, -1.497], [-0.025, -0.243, 0.991], [-0.796, -2.909, 0.912]]
}

***

# 2
{
  "formula": "C3H5NO2",
  "method": "the ωB97M-V functional and the def2-TZVPD basis",
  "e_above_lowest_ev": 0.388,
  "smiles": "CC(=O)NC=O",
  "lumo_energy_ev": 0.737,
  "spin_multiplicity": 1,
  "charge": 0,
  "total_energy_ev": -8777.30645,
  "orbital_gap_ha": 0.40989,
  "e_homo_ev": -10.417,
  "elements": ["C", "C", "O", "N", "C", "O", "H", "H", "H", "H", "H"],
  "positions_angstrom": [[1.211, 0.204, -1.019], [0.619, -0.458, 0.201], [0.834, -1.595, 0.543], [-0.347, 0.357, 0.845], [-1.636, -0.176, 0.954], [-2.610, 0.427, 0.581], [0.386, 0.395, -1.717], [1.946, -0.446, -1.495], [1.659, 1.171, -0.772], [-0.403, 1.306, 0.493], [-1.660, -1.184, 1.386]]
}

***

# 3
{
  "formula": "C3H5NO2",
  "method": "the ωB97M-V functional and the def2-TZVPD basis",
  "e_above_lowest_ev": 6.068,
  "lumo_energy_ev": [0.119, -0.995],
  "spin_multiplicity": 1,
  "charge": 0,
  "total_energy_ev": -8771.62713,
  "orbital_gap_ha": [0.31947, 0.23327],
  "e_homo_ev": [-8.574, -7.342],
  "elements": ["O", "C", "C", "O", "C", "N", "H", "H", "H", "H", "H"],
  "positions_angstrom": [[1.110, -0.590, 1.590], [1.045, -0.851, 0.331], [-1.281, 0.651, 0.540], [-0.355, 0.987, -0.354], [0.414, -0.102, -0.726], [0.600, -0.422, -1.940], [0.275, 0.469, 1.795], [1.784, -1.579, 0.001], [-1.862, -0.208, 0.295], [-1.828, 1.420, 1.026], [0.099, 0.223, -2.558]]
}